Record 1
ORCA calculation (ωB97M-V/def2-TZVPD) on one molecule with the formula C6H14O.

```
! wB97M-V def2-TZVPD RIJCOSX def2/J DEFGRID3
* xyz 0 1
C -2.17613 -1.01980 -0.79537
C -2.36208 -0.03360 0.35887
C -1.25786 1.02607 0.46396
C 0.09408 0.49024 0.97327
C 1.14388 0.27300 -0.10481
O 2.30036 -0.22225 0.52527
C 3.39358 -0.33400 -0.34283
H -2.94965 -1.79685 -0.77040
H -1.19948 -1.51936 -0.75306
H -2.25005 -0.50574 -1.76261
H -3.32982 0.47405 0.24700
H -2.41083 -0.58310 1.31110
H -1.12836 1.51623 -0.51443
H -1.60374 1.81202 1.14652
H -0.04488 -0.45700 1.51103
H 0.53066 1.18538 1.69950
H 0.79302 -0.43137 -0.87983
H 1.36503 1.22753 -0.61515
H 3.19292 -1.03894 -1.16483
H 4.23576 -0.70198 0.24738
H 3.66358 0.63946 -0.78055
*
```

Results
strongest force on any atom: 0.0059 hartree/bohr
structure (SMILES): CCCCCOC
molar mass: 102.2 Da
electronic energy: -312.2245 hartree
energy relative to the best compared isomer or geometry (same formula, charge and spin): 19.1 kcal per mole



Record 2
ORCA calculation (ωB97M-V/def2-TZVPD) on C25H33N4O6PS3W as an isolated structure in a non-equilibrium geometry.

```
! wB97M-V def2-TZVPD RIJCOSX def2/J DEFGRID3
* xyz 2 1
W -0.06760 -0.55529 0.38406
N -4.13487 -6.98600 -1.49432
C -3.32401 -5.90632 -1.60910
C -3.45275 -5.03908 -2.71217
C -2.63122 -3.95117 -2.84109
C -1.67089 -3.69290 -1.85358
C -1.52694 -4.54186 -0.74574
C -2.35183 -5.63088 -0.62449
S -0.63891 -2.37218 -2.08060
O -0.54093 -2.01824 -3.45704
O 0.57326 -2.53377 -1.28117
N -1.22538 -1.04383 -1.23497
C -1.14740 0.16075 -1.95030
N -1.96953 0.53028 -2.89589
C -1.73437 1.74724 -3.39592
C -0.72073 2.57716 -2.91946
C 0.07466 2.09484 -1.90966
N -0.11570 0.84982 -1.44402
H -4.74032 -7.24806 -2.25197
H -3.96023 -7.68365 -0.79347
H -4.19767 -5.24670 -3.47154
H -2.71617 -3.29928 -3.70254
H -0.74542 -4.36704 -0.01849
H -2.23972 -6.30611 0.21750
H -2.38453 2.06925 -4.20199
H -0.55839 3.56321 -3.33091
H 0.89439 2.66039 -1.49403
C -4.52764 -1.89736 2.60059
O -3.92456 -0.68758 2.01688
C -2.70055 -0.63862 1.65323
S -2.11069 0.78953 0.96835
S -1.55938 -1.90783 1.78385
H -4.57259 -1.74524 3.67338
H -3.94348 -2.77548 2.34390
H -5.52075 -1.95298 2.17429
C 2.97740 0.88069 3.58692
O 2.53081 1.40408 2.30292
P 1.11404 1.21381 1.66047
O 0.15388 1.04637 2.88647
C -0.11981 2.10035 3.85196
O 0.94138 2.56580 0.90209
C 1.57725 3.84849 1.19949
H 3.14041 1.73953 4.23131
H 3.91025 0.35840 3.43499
H 2.23173 0.22221 4.02575
H -0.30290 1.62148 4.80689
H -1.00252 2.64317 3.52534
H 0.73193 2.77276 3.93212
H 0.81048 4.50348 1.60146
H 1.95446 4.24135 0.26209
H 2.39165 3.72076 1.90325
C 3.06104 -1.46790 -0.41928
C 2.58836 -2.15221 0.87084
C 3.73180 -2.03638 1.89377
C 1.32253 -1.49148 1.44889
C 2.27772 -3.65827 0.71898
C 2.89841 -4.41495 -0.26861
C 2.67999 -5.78392 -0.35023
C 1.84560 -6.42115 0.56229
C 1.23571 -5.67715 1.56063
C 1.45081 -4.30598 1.63420
H 3.29849 -0.42253 -0.20677
H 2.34873 -1.53047 -1.23134
H 3.98338 -1.91553 -0.78695
H 4.09230 -1.01111 1.97294
H 4.55941 -2.65002 1.53587
H 3.44089 -2.40751 2.88084
H 1.21909 -1.66663 2.51884
H 3.55082 -3.95075 -0.99757
H 3.17102 -6.35530 -1.12903
H 1.68431 -7.48991 0.50047
H 0.60224 -6.16174 2.29525
H 0.97199 -3.75977 2.44217
*
```

Results
strongest force on any atom: 0.0302 hartree/bohr
molar mass: 796.6 Da
electronic energy: -3245.3890 hartree
energy relative to the best compared isomer or geometry (same formula, charge and spin): 40.2 kcal per mole



Record 3
ORCA calculation (ωB97M-V/def2-TZVPD) on C28H47N4Si4Zr as an isolated structure.

```
! wB97M-V def2-TZVPD RIJCOSX def2/J DEFGRID3
* xyz 3 1
Zr 0.44944 -0.13008 -0.62629
C -0.17595 -2.04953 -3.06015
C 1.12377 -2.82329 -2.89336
C 1.66005 -3.04675 -1.50191
C 2.40661 -4.17828 -1.23372
C 2.98863 -4.34938 0.01455
C 2.81350 -3.37241 0.98541
C 2.03168 -2.29156 0.67382
N 1.45693 -2.11896 -0.53770
N -0.06371 -0.57555 -2.80529
C -1.38896 0.09577 -2.98226
C -1.24381 1.53374 -2.55189
C -1.82130 2.57022 -3.24930
C -1.60535 3.87301 -2.81846
C -0.80033 4.08573 -1.71063
C -0.26043 2.99746 -1.06201
N -0.48356 1.73015 -1.45658
C 0.94942 0.06788 -3.70179
C 2.30345 0.23740 -3.04914
C 3.45981 0.12404 -3.79038
C 4.68893 0.34476 -3.18130
C 4.72546 0.65587 -1.83135
C 3.53559 0.74228 -1.14362
N 2.33410 0.55231 -1.72938
H -0.94485 -2.44626 -2.39529
H -0.52582 -2.19287 -4.08405
H 1.92024 -2.36062 -3.48297
H 0.96570 -3.79957 -3.35019
H 2.53938 -4.92336 -2.00728
H 3.57043 -5.23726 0.22776
H 3.25587 -3.46111 1.96839
H 1.81356 -1.53778 1.41957
H -2.12660 -0.41352 -2.35731
H -1.73706 0.04983 -4.01464
H -2.43131 2.36606 -4.12032
H -2.04189 4.70789 -3.35343
H -0.59065 5.08363 -1.34907
H 0.36843 3.13030 -0.19677
H 0.59372 1.05925 -3.97749
H 1.04830 -0.50301 -4.62426
H 3.40154 -0.12240 -4.84316
H 5.60426 0.27261 -3.75592
H 5.66019 0.83243 -1.31725
H 3.52862 0.99119 -0.09018
C -3.59933 1.86521 0.33127
Si -2.57770 1.99922 1.89785
C -3.57626 1.70929 3.41800
C -1.74348 3.66232 2.01974
Si -0.98061 0.23780 1.54554
Si -2.10960 -1.87571 1.70796
C -0.89534 -3.28739 1.83577
C -3.31369 -1.93497 3.09668
C -2.87579 -2.02275 -0.00229
Si 0.89229 0.77683 2.95739
C 0.05804 1.45826 4.45583
C 1.77935 2.06928 1.89191
C 2.22105 -0.42467 3.48080
H -4.03323 2.83314 0.05871
H -4.43501 1.17368 0.47641
H -3.01633 1.50739 -0.51784
H -4.30502 2.51941 3.52102
H -2.95178 1.71610 4.31388
H -4.12782 0.77019 3.39690
H -2.44493 4.43895 1.69807
H -0.84036 3.77012 1.42409
H -1.48345 3.88367 3.05778
H -0.13984 -3.13083 2.61102
H -0.39197 -3.47347 0.88481
H -1.43245 -4.20466 2.09787
H -2.81020 -1.78198 4.05439
H -3.78662 -2.92078 3.12122
H -4.10220 -1.18847 3.00563
H -2.08628 -1.89416 -0.75657
H -3.65023 -1.27610 -0.19775
H -3.32033 -3.01003 -0.16320
H -0.67541 2.22484 4.20565
H 0.78708 1.89792 5.14424
H -0.45697 0.65582 4.99146
H 1.27825 3.04003 1.93313
H 1.83271 1.77478 0.82906
H 2.80919 2.22994 2.22882
H 1.84360 -1.40663 3.78370
H 2.69350 0.00821 4.36840
H 3.01107 -0.56008 2.73923
*
```

Results
strongest force on any atom: 0.0151 hartree/bohr
molar mass: 643.3 Da
electronic energy: -2518.4015 hartree



Record 4
ORCA calculation (ωB97M-V/def2-TZVPD) on a 5-piece molecular cluster, C26H31N5PS2 overall in a non-equilibrium geometry.

```
! wB97M-V def2-TZVPD RIJCOSX def2/J DEFGRID3
* xyz -1 1
C -2.34107 3.92799 4.07090
C -1.75626 5.30181 3.72918
C -2.19894 5.96020 2.38545
C -3.19776 5.11224 1.58924
C -1.02935 6.36505 1.48097
N -0.05151 5.18968 1.40579
C 0.51250 4.97200 0.37220
S 1.38675 4.66392 -0.91662
P -0.14656 7.73840 2.14820
S 0.74826 9.00227 0.93325
H -1.80592 3.13015 3.55766
H -3.41177 3.85739 3.89132
H -2.19199 3.73932 5.13795
H -0.67096 5.20356 3.73411
H -2.01000 5.98109 4.54772
H -2.71434 6.89139 2.63301
H -4.19096 5.13502 2.04958
H -2.89389 4.07011 1.49620
H -3.30326 5.54867 0.59792
H 0.76619 7.26826 3.13383
H -1.10417 8.40736 2.93418
N 2.00896 -0.45947 -3.18510
C 1.86388 0.70675 -2.55203
C 2.65297 1.82090 -2.79222
C 3.65869 1.71947 -3.73859
C 3.82793 0.51623 -4.40513
C 2.97869 -0.53386 -4.09559
H 1.07260 0.75354 -1.81010
H 2.47588 2.73864 -2.24907
H 4.29800 2.56608 -3.95352
H 4.59910 0.39191 -5.15338
H 3.07499 -1.48801 -4.60315
N 0.87399 -2.43310 1.91848
C 1.30269 -1.72640 0.87322
C 1.12722 -2.11777 -0.44736
C 0.46972 -3.31369 -0.69141
C 0.01738 -4.06249 0.38327
C 0.24338 -3.57706 1.66289
H 1.81248 -0.79841 1.10969
H 1.49251 -1.50968 -1.26360
H 0.31349 -3.65596 -1.70744
H -0.49781 -5.00241 0.23560
H -0.09665 -4.13263 2.53061
N 1.38883 -7.76554 0.02683
C 1.48827 -8.60232 1.05748
C 2.43010 -8.47033 2.06661
C 3.32193 -7.41121 2.00134
C 3.23360 -6.53301 0.93447
C 2.25285 -6.75419 -0.02114
H 0.77381 -9.41842 1.07306
H 2.46057 -9.17980 2.88238
H 4.07117 -7.27179 2.77001
H 3.90504 -5.69041 0.84273
H 2.14673 -6.08417 -0.86679
N -3.61108 -2.25482 -1.83065
C -2.40656 -1.69188 -1.74048
C -2.02005 -0.58103 -2.47548
C -2.93223 -0.02039 -3.35335
C -4.18980 -0.59340 -3.45866
C -4.47668 -1.70343 -2.67838
H -1.71935 -2.15550 -1.04401
H -1.02728 -0.16874 -2.35966
H -2.66822 0.84831 -3.94261
H -4.93532 -0.18927 -4.13011
H -5.45142 -2.17716 -2.73171
*
```

Results
strongest force on any atom: 0.0326 hartree/bohr
molar mass: 508.7 Da
electronic energy: -2420.8169 hartree



Record 5
ORCA calculation (ωB97M-V/def2-TZVPD) on one molecule with the formula C3H3NOS2 in a non-equilibrium geometry.

```
! wB97M-V def2-TZVPD RIJCOSX def2/J DEFGRID3
* xyz 0 1
O -0.84359 2.65210 -1.25548
C -0.15810 1.74374 -0.60518
S 0.96418 0.56050 -1.32651
C 0.06183 -0.96042 -0.52962
C 0.24071 -0.99026 0.96180
N 0.06431 -0.00765 1.86487
S -0.65441 1.50955 1.30712
H 0.72762 -1.75200 -1.05486
H -1.10125 -1.06894 -0.77688
H 0.69869 -1.68661 1.41473
*
```

Results
strongest force on any atom: 0.1702 hartree/bohr
structure (SMILES): O=C1SCC=NS1
molar mass: 133.2 Da
electronic energy: -1042.3815 hartree
energy relative to the best compared isomer or geometry (same formula, charge and spin): 73.5 kcal per mole



Record 6
ORCA calculation (ωB97M-V/def2-TZVPD) on a 4-piece molecular cluster, C6H18NO3 overall in a non-equilibrium geometry.

```
! wB97M-V def2-TZVPD RIJCOSX def2/J DEFGRID3
* xyz 1 1
C 0.10617 -0.74320 0.32615
C -0.79419 0.00879 -0.63826
C -0.76967 1.50451 -0.41413
C -0.18933 2.29801 -1.31369
C -2.46510 1.55492 1.51214
C -1.47057 2.03214 0.76408
N -0.52151 -0.96800 1.71310
H 1.03601 -0.22454 0.54047
H 0.24309 -1.73275 -0.08388
H -1.80743 -0.40979 -0.60672
H -0.40131 -0.22226 -1.62846
H 0.39350 1.89102 -2.12400
H -0.25731 3.35838 -1.09819
H -3.00353 0.67847 1.16234
H -2.66558 2.05226 2.44957
H -0.93515 2.90283 1.14922
H -0.18365 -1.87165 2.03787
H -1.52513 -1.05793 1.54721
H -0.38559 -0.18837 2.35158
H -0.96192 -3.63736 -1.96707
H 0.43058 -3.16517 -1.80096
O -0.37969 -3.27735 -1.28878
H 2.79196 -1.22273 -0.61708
H 3.08067 -2.72095 -0.94883
O 2.38773 -2.09259 -0.72328
H 3.21594 1.82618 0.53033
H 2.45091 2.02655 -0.77616
O 2.58011 1.40058 -0.05458
*
```

Results
strongest force on any atom: 0.0345 hartree/bohr
molar mass: 152.2 Da
electronic energy: -519.6084 hartree
energy relative to the best compared isomer or geometry (same formula, charge and spin): 33.1 kcal per mole



Number 6 is which compound? C6H18NO3



Among the records above, which one has the lowest molar mass? C6H14O